1.
14
Properties=species:S:1:pos:R:3:lowdin_charge:R:1 method="wB97M-V/def2-TZVPD" molar_mass_da=274.41 homo_lumo_gap_ha=0.090 e_homo_ha=-0.3685 charge=+2 de_lowest_kj_mol=74.6
Na -24.21446 -13.60184 7.61712 0.729
Na -19.15669 -8.36024 9.40831 0.917
Na -20.81307 -15.33486 6.83565 0.488
Na -17.44531 -14.32053 9.52919 0.807
Na -19.71649 -13.82410 4.22091 0.545
Cl -20.36252 -12.28508 8.01290 0.656
O -21.79502 -12.35190 8.29563 -0.362
O -20.12961 -12.34411 6.55907 -0.366
O -19.76658 -11.09380 8.53894 -0.333
O -19.69991 -13.41635 8.55202 -0.418
C -19.70059 -11.43675 2.43485 -1.100
O -19.92373 -11.52510 3.69310 0.008
O -20.55359 -11.25794 1.58238 0.180
O -18.60312 -11.49521 2.13136 0.249

2.
13
Properties=species:S:1:pos:R:3:lowdin_charge:R:1 method="wB97M-V/def2-TZVPD" molar_mass_da=76.09 homo_lumo_gap_ha=0.325 e_homo_ha=-0.3061 de_lowest_kj_mol=368.3
O -0.29818 -1.25817 0.50218 -0.114
C -0.03866 0.00319 1.13045 -0.302
C 0.92084 0.83330 0.30098 -0.088
C -0.83825 0.37874 -2.02678 -0.032
O -0.12801 -0.70626 -2.15835 -0.076
H -0.88451 -1.75890 1.08431 0.104
H 0.42539 -0.16503 2.10958 0.112
H -0.98931 0.53709 1.27805 0.115
H 1.85533 0.28994 0.11653 0.092
H 1.15046 1.76746 0.82404 0.086
H -1.45158 0.26276 -1.08980 0.001
H 0.51744 1.12800 -0.68100 0.024
H -0.24097 -1.31214 -1.39019 0.076

3.
58
Properties=species:S:1:pos:R:3:lowdin_charge:R:1 method="wB97M-V/def2-TZVPD" molar_mass_da=352.45 homo_lumo_gap_ha=0.235 e_homo_ha=-0.1497 charge=-1
C -0.29499 -1.84779 3.22605 -0.118
C -0.65873 -1.23993 1.87406 -0.265
C -1.61289 -0.04299 1.96733 -0.183
C -0.91108 1.28055 1.63263 -0.237
N -1.41366 2.35619 2.48782 -0.001
C -1.04194 3.72172 2.05621 -0.249
C -2.21466 4.32627 1.21409 -0.702
O -2.57795 5.48015 1.56784 -0.080
O -2.66125 3.57920 0.32984 -0.051
N 0.22525 3.71625 1.28493 -0.127
O 0.10732 4.44504 0.07594 -0.005
C 1.31415 4.32373 2.04564 -0.209
O 2.47572 4.44665 1.27000 -0.101
C 3.22785 3.25776 1.22084 -0.191
C 2.79468 2.40083 0.06367 -0.215
O 3.77949 1.42621 -0.21533 -0.133
C 3.26857 0.27682 -0.83801 -0.280
C 2.56428 0.51196 -2.16820 -0.067
H 0.15396 -2.82565 3.08766 0.056
H -1.17065 -1.91999 3.86077 0.063
H 0.43199 -1.24171 3.75511 0.064
H -1.09984 -2.02650 1.27253 0.083
H 0.26447 -0.95327 1.38467 0.083
H -2.06337 0.02263 2.94988 0.096
H -2.42851 -0.20111 1.27486 0.102
H -1.08198 1.51197 0.59251 0.109
H 0.15490 1.13473 1.80835 0.089
H -1.00095 2.20902 3.40160 0.095
H -0.90095 4.33887 2.93704 0.125
H 0.29352 3.79312 -0.60060 0.086
H 1.50051 3.69489 2.91442 0.126
H 1.02189 5.31939 2.38730 0.136
H 4.26198 3.54105 1.04736 0.125
H 3.19493 2.71206 2.16211 0.123
H 2.69354 3.07424 -0.78771 0.128
H 1.80825 1.97355 0.23728 0.109
H 2.61946 -0.29676 -0.17437 0.109
H 4.12658 -0.35362 -1.03799 0.110
H 3.29318 0.65831 -2.95528 0.071
H 1.83997 1.31324 -2.14240 0.065
H 2.01364 -0.39258 -2.40439 0.064
C -2.04710 -4.88071 -3.85185 -0.077
C -2.04390 -3.41370 -3.42869 -0.433
C -0.83043 -2.99888 -2.58393 -0.210
O -0.84054 -3.44200 -1.24263 -0.194
C -0.49155 -4.79533 -1.04070 -0.109
N -3.31232 -3.11073 -2.75962 0.040
H -2.38048 -5.53942 -3.05144 0.062
H -2.73627 -5.02549 -4.68410 0.073
H -1.05565 -5.20497 -4.17540 0.075
H -2.00024 -2.81682 -4.34438 0.134
H -0.83084 -1.90803 -2.51974 0.123
H 0.11155 -3.28827 -3.07256 0.120
H 0.29589 -5.11586 -1.73005 0.090
H -1.36016 -5.45079 -1.13882 0.074
H -0.12326 -4.88943 -0.01904 0.086
H -3.37551 -2.10993 -2.59579 0.076
H -3.27588 -3.51416 -1.82731 0.069

4.
59
Properties=species:S:1:pos:R:3:lowdin_charge:R:1 method="wB97M-V/def2-TZVPD" molar_mass_da=350.36 homo_lumo_gap_ha=0.355 e_homo_ha=-0.3469 de_lowest_kj_mol=563.3
C -0.04486 3.89852 -0.67321 -0.095
C 0.33686 3.03231 -1.77854 -0.223
N 0.80951 1.65101 -1.47167 0.056
C -0.19767 0.56076 -1.65252 -0.074
C 0.24138 -0.51550 -0.59250 -0.654
N -0.80939 -1.54534 -0.45501 0.011
C -0.78224 -2.55441 -1.48768 -0.090
O 0.64297 -0.09774 0.54574 -0.176
H -0.99705 3.46767 -0.22122 0.082
H -0.42059 4.85946 -0.97185 0.081
H 0.62322 4.00742 0.16675 0.083
H -0.37233 2.94668 -2.71446 0.138
H 1.38390 3.49868 -2.09669 0.149
H 1.06535 1.67074 -0.39750 0.160
H -0.26905 0.15643 -2.65199 0.100
H -1.34587 0.71660 -1.39807 0.146
H -0.59962 -1.79379 0.49856 0.085
H -0.49244 -1.97408 -2.41865 0.106
H -0.09226 -3.39173 -1.40634 0.069
H -1.66051 -3.03210 -1.81393 0.060
H -0.36720 -5.41426 0.67238 0.037
H -1.47222 -4.67542 1.37809 -0.029
O -1.25791 -5.06420 0.49970 -0.100
H 3.19972 -3.13094 -2.58375 0.016
H 2.25586 -2.49810 -1.64415 -0.007
O 2.38624 -3.32526 -2.14106 -0.063
H -3.34244 1.53724 -0.58455 0.019
H -2.95391 2.62012 -1.52115 0.018
O -3.04117 1.70220 -1.46611 -0.033
H 4.53189 2.56665 -0.93921 0.046
H 2.22973 -0.80599 -0.76200 0.109
O 1.46919 -0.85230 -1.36820 -0.052
H 1.67082 1.33067 -1.99068 0.174
H 3.42319 2.22842 0.03286 0.028
O 3.56737 2.38595 -0.98066 -0.135
H -1.67545 2.17711 1.76790 -0.005
H -2.93982 1.43557 1.67478 0.009
O -2.49256 2.16830 1.24670 -0.085
H -0.85189 -4.19798 3.28945 0.026
H -0.58614 -2.96211 2.40209 0.018
O -1.15670 -3.69622 2.59729 0.008
H 0.93930 0.21065 5.08831 0.028
H 0.70258 -0.44442 3.69219 0.012
O 0.67539 0.34765 4.22109 -0.001
H -1.99109 1.47382 -3.36393 0.023
H -1.52691 2.00599 -4.71832 0.060
O -1.23566 1.48681 -3.96413 -0.061
H 1.92992 0.68467 0.87494 0.030
H 2.10056 1.99820 1.86807 0.068
O 2.53538 1.47825 1.15323 -0.126
H 2.00873 -1.56397 2.70528 0.082
H 1.09315 -1.18680 1.62518 -0.011
O 1.13174 -1.84385 2.34842 -0.073
H 0.15212 1.19398 1.47186 0.004
H 0.09682 1.43864 3.01562 0.041
O 0.07334 1.90838 2.13446 -0.101
H -2.47176 -0.93584 0.57154 0.034
H -3.44581 -1.38933 1.74550 0.061
O -2.89290 -0.64516 1.42520 -0.084

5.
12
Properties=species:S:1:pos:R:3:lowdin_charge:R:1 method="wB97M-V/def2-TZVPD" molar_mass_da=119.14 homo_lumo_gap_ha=0.323 e_homo_ha=-0.3717 de_lowest_kj_mol=605.8
C 1.26570 2.55217 0.47995 -0.065
C 0.82834 1.70028 1.22237 -0.095
C -0.50084 -0.63906 -0.28976 -0.145
N -0.53031 -1.15549 1.02705 -0.215
O -1.93500 0.74252 2.04268 -0.284
O -0.33228 -0.48126 3.49808 -0.280
S -0.71869 -0.00858 2.20391 0.734
H 1.40075 3.47232 0.05793 -0.024
H 0.17904 0.23538 -0.39099 0.057
H -0.22608 -1.23679 -1.12565 0.092
H -1.50472 -0.39854 -0.35129 0.065
H 0.06977 -1.93011 1.46342 0.162

6.
19
Properties=species:S:1:pos:R:3:lowdin_charge:R:1 method="wB97M-V/def2-TZVPD" molar_mass_da=113.16 smiles=Cc1cc[nH]c1C.O homo_lumo_gap_ha=0.318 e_homo_ha=-0.2887 de_lowest_kj_mol=182.3
C 2.00194 -0.50226 -0.28482 -0.062
C 0.75639 0.22973 -0.61825 -0.265
C 0.10484 0.15043 -1.94181 -0.056
C -1.26267 0.42628 -1.80988 -0.054
N -1.33499 0.83923 -0.41392 0.012
C -0.24361 0.67128 0.29639 -0.388
C -0.06748 1.13103 1.75920 -0.028
H 1.90215 -0.64852 0.84030 0.091
H 2.18722 -1.38279 -0.89008 0.079
H 2.79591 0.23305 -0.41770 0.071
H 0.56231 -0.42346 -2.77161 0.105
H -2.12326 0.29404 -2.51009 0.114
H -2.26133 1.02233 -0.09212 0.140
H 0.49581 0.36498 2.41658 0.094
H -1.10882 1.29056 2.13903 0.073
H 0.50348 2.15049 1.78074 0.107
O -0.99868 -2.15254 0.49724 -0.116
H -0.75583 -1.17260 0.59005 0.013
H -1.15337 -2.52127 1.43077 0.071